Molecular formula: C3H7Cl6OSn
Method: DFT, the ωB97M-V functional and the def2-TZVPD basis

Calculated values
Largest force on an atom ... 3.6 eV/A
HOMO level ... -13.13 eV
Net charge ... +1
Lowest unoccupied orbital energy ... -8.642 eV
ΔE to the lowest compared entry with this formula, charge and spin ... 57.8 kcal per mole
Energy ... -86224.9640 eV
Spin multiplicity ... 1
Gap between HOMO and LUMO ... 4.48 eV

```
18
C3H7Cl6OSn | the OMol25 dataset | the ωB97M-V functional and the def2-TZVPD basis
Sn 2.80200 1.51043 2.19072
O 0.67787 0.69482 0.33913
H -0.20054 0.46490 -0.02153
C -0.16118 -0.20223 -2.37942
Cl -0.49461 -0.06550 -4.11453
Cl -1.08182 -1.54394 -1.70485
H 0.90076 -0.37497 -2.20460
H -0.50389 0.72583 -1.92186
C -1.94400 2.26840 1.39928
Cl -3.01093 1.21074 2.38529
Cl -2.28851 3.96072 1.25679
H -0.94606 2.22413 1.83546
H -1.80808 1.88087 0.38960
C 1.58338 -2.45268 0.53621
Cl 0.26344 -3.67937 0.65573
Cl 3.19021 -3.11464 0.22338
H 1.40278 -1.72790 -0.25763
H 1.61919 -1.77961 1.39284
```

These are the Mulliken partial charges, in e, on atoms 1 to 5: 1.431 -0.562 0.157 -0.193 -0.152